Record 1
# C5H29NO9

A 10-piece molecular cluster, C5H29NO9 overall in a non-equilibrium geometry (ωB97M-V with the def2-TZVPD basis set, OMol25).

The geometry in XYZ format:
```
44
C5H29NO9 | OMol25 | ωB97M-V with the def2-TZVPD basis set
C 0.673 2.776 -2.338
C 0.539 1.225 -2.029
C 1.921 0.713 -1.577
C 2.073 1.007 -0.136
C 2.518 -0.083 0.546
N 2.590 0.130 1.942
H -0.273 3.176 -2.060
H 0.725 2.790 -3.372
H 1.548 3.206 -1.810
H -0.309 0.941 -1.237
H 0.242 0.760 -3.010
H 1.911 -0.370 -1.918
H 2.718 1.295 -2.118
H 2.057 2.015 0.113
H 2.899 -1.055 0.130
H 2.095 0.871 2.315
H 2.487 -0.726 2.456
O -1.831 0.022 0.278
H -1.194 -0.038 0.953
H -2.297 0.850 0.483
O 0.557 4.165 1.074
H 0.671 3.256 1.451
H -0.105 4.068 0.394
O -0.289 -2.797 -3.061
H 0.411 -3.392 -2.735
H 0.191 -1.986 -3.404
O -3.594 1.958 -0.710
H -3.326 1.103 -1.202
H -2.927 2.494 -0.568
O 0.270 -3.338 2.443
H 0.430 -3.075 1.578
H -0.647 -3.606 2.361
O 0.581 -3.190 -0.242
H -0.244 -3.717 -0.544
H 1.018 -4.173 -0.330
O -3.163 -2.039 -0.684
H -2.553 -2.772 -0.985
H -2.689 -1.290 -0.265
O -0.537 1.346 2.560
H -1.022 1.786 3.282
H -0.634 0.462 2.873
O -1.154 -1.229 3.235
H -0.511 -1.972 3.230
H -1.829 -1.569 2.638
```

Properties
Frontier orbital gap: 7.1 eV
M: 247.28 g mol⁻¹
LUMO level: -0.56 eV
SMILES string: CCC/C=C/N.O.O.O.O.O.O.O.O.O
Net charge: 0
Energy relative to the best compared isomer or geometry (same formula, charge and spin): 4.4545 eV

=====

Record 2
# C16H19N3O4S

One molecule with the formula C16H19N3O4S in a non-equilibrium geometry (ωB97M-V with the def2-TZVPD basis set, OMol25).

The geometry in XYZ format:
```
43
C16H19N3O4S | OMol25 | ωB97M-V with the def2-TZVPD basis set
C -1.235 -2.242 -0.235
C -2.389 -1.524 0.452
C -2.878 -0.300 -0.345
C -4.190 0.268 0.218
C -5.396 -0.610 -0.090
C -1.830 0.753 -0.302
N -1.650 1.566 0.671
N -0.655 2.421 0.514
C -0.020 2.278 -0.594
N 1.055 3.017 -1.013
C 2.057 3.578 -0.263
O 2.837 4.346 -0.773
C 2.154 3.161 1.199
O 1.801 1.832 1.483
C 2.404 0.808 0.810
C 3.458 0.951 -0.080
C 4.002 -0.155 -0.736
C 3.462 -1.385 -0.468
C 2.406 -1.531 0.436
C 1.857 -0.457 1.082
O 2.061 -2.851 0.524
C 2.929 -3.538 -0.355
O 3.801 -2.617 -0.971
S -0.673 0.991 -1.613
H -0.909 -3.091 0.361
H -0.381 -1.581 -0.364
H -1.540 -2.605 -1.215
H -2.083 -1.190 1.445
H -3.220 -2.218 0.568
H -3.031 -0.597 -1.387
H -4.354 1.257 -0.217
H -4.081 0.400 1.295
H -6.302 -0.135 0.277
H -5.498 -0.758 -1.163
H -5.311 -1.584 0.385
H 1.123 3.200 -2.007
H 3.175 3.388 1.534
H 1.447 3.765 1.775
H 3.885 1.920 -0.280
H 4.820 -0.041 -1.427
H 1.043 -0.551 1.780
H 3.514 -4.279 0.212
H 2.335 -4.057 -1.125
```

Properties
Frontier orbital gap: 8.4 eV
M: 349.41 g mol⁻¹
LUMO level: 0.39 eV
SMILES string: CCC(CC)c1nnc(NC(=O)COc2ccc3c(c2)OCO3)s1
Net charge: 0
Energy relative to the best compared isomer or geometry (same formula, charge and spin): 3.6987 eV

=====

Record 3
# CH21NO9

A 10-piece molecular cluster, CH21NO9 overall in a non-equilibrium geometry (ωB97M-V with the def2-TZVPD basis set, OMol25).

The geometry in XYZ format:
```
32
CH21NO9 | OMol25 | ωB97M-V with the def2-TZVPD basis set
C -1.778 0.651 2.030
N -2.200 1.305 1.078
H -1.846 0.918 3.076
H -1.164 -0.260 1.744
H -2.250 1.000 0.133
H 2.031 -3.225 0.641
H 2.957 -2.069 0.926
O 2.199 -2.296 0.347
H -1.317 -1.009 -3.300
H 0.269 -0.582 -3.245
O -0.416 -1.237 -3.191
H 2.167 0.246 1.997
H 2.026 1.512 2.651
O 2.452 1.159 1.867
H -0.386 -0.167 -0.721
H -1.725 -1.112 -1.142
O -1.312 -0.292 -0.848
H 1.406 2.827 0.555
H 1.757 1.787 -0.440
O 1.300 2.677 -0.398
H 0.546 1.915 -2.856
H 1.881 1.232 -2.709
O 0.949 1.075 -2.633
H -1.675 1.480 -2.702
H -2.583 1.478 -1.568
O -2.544 1.877 -2.454
H 1.347 -1.610 1.816
H 0.363 -1.654 2.921
O 1.221 -1.243 2.713
H -1.138 -1.469 0.825
H -1.680 -2.561 1.652
O -0.855 -2.357 1.232
```

Properties
Frontier orbital gap (alpha / beta): 8.5 / 5.0 eV
M: 191.18 g mol⁻¹
Multiplicity: 2
<S²>: 0.760
LUMO level (alpha / beta): -5.61 / -9.06 eV
Net charge: +1

=====

Record 4
# C3H2OS2

One molecule with the formula C3H2OS2 in a non-equilibrium geometry (ωB97M-V with the def2-TZVPD basis set, OMol25).

The geometry in XYZ format:
```
8
C3H2OS2 | OMol25 | ωB97M-V with the def2-TZVPD basis set
O 0.835 1.702 1.569
C 0.540 0.933 0.700
C 1.406 0.390 -0.345
C 0.986 -0.560 -1.208
S -0.695 -1.109 -1.040
S -1.069 -0.016 0.731
H 2.386 0.798 -0.516
H 1.566 -1.005 -1.980
```

Properties
Frontier orbital gap: 8.9 eV
M: 118.18 g mol⁻¹
LUMO level: -0.08 eV
SMILES string: O=c1ccss1
Net charge: 0
Energy relative to the best compared isomer or geometry (same formula, charge and spin): 0.0000 eV